Entry P
{"formula": "C5H17N4P2", "method": "the ωB97M-V functional and the def2-TZVPD basis", "elements": ["C", "C", "C", "C", "C", "N", "N", "N", "N", "P", "P", "H", "H", "H", "H", "H", "H", "H", "H", "H", "H", "H", "H", "H", "H", "H", "H", "H"], "xyz": [[-2.161, -2.163, 0.948], [4.570, -0.289, -0.313], [-1.253, 2.154, 1.555], [-2.337, -2.066, -0.579], [-1.434, -0.959, -1.133], [0.768, 0.282, 0.592], [0.623, 2.639, -1.196], [3.214, -0.103, 0.188], [-1.685, 0.261, -0.451], [1.912, 0.474, -0.606], [-0.537, 1.047, 0.320], [-2.391, -3.179, 1.275], [-1.000, -1.827, 1.184], [-2.920, -1.570, 1.472], [5.126, -0.876, 0.251], [4.368, -0.740, -1.271], [5.066, 0.604, -0.604], [-1.947, 1.568, 2.122], [-1.859, 2.874, 1.176], [-0.303, 2.597, 2.054], [-3.410, -1.910, -0.832], [-1.995, -3.041, -0.896], [-0.362, -1.386, -0.955], [-1.465, -0.918, -2.230], [0.214, 2.672, -2.102], [0.881, 3.473, -0.805], [2.965, -0.282, 1.120], [-2.643, 0.662, -0.284]], "total_charge": 1, "e_lumo_ev": [-3.70, -3.70], "homo_energy_ev": [-12.03, -12.03], "gap_ev": [8.33, 8.33]}

=====

Entry Q
{"formula": "C5H17N4P2", "method": "the ωB97M-V functional and the def2-TZVPD basis", "elements": ["C", "C", "C", "C", "C", "N", "N", "N", "N", "P", "P", "H", "H", "H", "H", "H", "H", "H", "H", "H", "H", "H", "H", "H", "H", "H", "H", "H"], "xyz": [[-2.749, -1.396, -1.518], [2.313, -1.986, 1.030], [1.216, 1.965, 1.443], [-1.932, -0.903, -0.324], [-2.672, 0.159, 0.409], [1.620, 0.553, -1.232], [-0.002, 2.663, -1.044], [3.064, -0.864, 0.477], [-2.160, 1.295, 0.593], [2.994, -0.471, -1.177], [0.988, 1.600, -0.318], [-2.218, -2.191, -2.035], [-3.708, -1.786, -1.184], [-2.934, -0.584, -2.218], [2.293, -1.899, 2.117], [1.288, -1.945, 0.657], [2.739, -2.957, 0.766], [0.395, 1.509, 2.000], [1.204, 3.041, 1.600], [2.161, 1.536, 1.774], [-0.961, -0.512, -0.647], [-1.767, -1.738, 0.363], [-3.674, -0.123, 0.744], [2.222, -1.547, -1.648], [-0.813, 2.981, -0.524], [-0.174, 2.522, -2.033], [4.016, -0.875, 0.827], [-2.748, 1.953, 1.102]], "total_charge": 1, "e_lumo_ev": -3.93, "homo_energy_ev": -12.58, "gap_ev": 8.65}

=====

Least stable = entry P

=====

Entry P
{"formula": "C8H16O2", "method": "the ωB97M-V functional and the def2-TZVPD basis", "elements": ["C", "C", "C", "C", "C", "O", "H", "H", "H", "H", "H", "H", "H", "H", "C", "C", "C", "O", "H", "H", "H", "H", "H", "H", "H", "H"], "xyz": [[0.094, -1.125, -1.045], [-0.796, -0.438, -0.571], [-2.133, -0.072, -0.075], [-2.580, -1.085, 0.990], [-3.094, -0.063, -1.269], [-2.166, 1.250, 0.466], [0.612, -1.846, -1.621], [-3.572, -0.823, 1.350], [-2.604, -2.088, 0.573], [-1.887, -1.085, 1.830], [-4.092, 0.208, -0.929], [-3.121, -1.044, -1.738], [-2.763, 0.674, -1.997], [-1.567, 1.285, 1.223], [1.544, 1.270, 0.687], [2.427, 0.380, -0.134], [3.510, -0.348, 0.637], [3.018, 1.028, -1.237], [1.987, 2.247, 0.857], [0.551, 1.311, 0.140], [1.290, 0.825, 1.644], [1.656, -0.429, -0.563], [4.214, 0.368, 1.060], [3.073, -0.925, 1.449], [4.059, -1.011, -0.028], [2.341, 1.534, -1.699]], "total_charge": 0, "e_lumo_ev": 0.71, "homo_energy_ev": -9.06, "smiles": "C#CC(C)(C)O.CC(C)O", "gap_ev": 9.77}

=====

Entry Q
{"formula": "C8H16O2", "method": "the ωB97M-V functional and the def2-TZVPD basis", "elements": ["C", "C", "C", "C", "O", "H", "H", "H", "H", "H", "H", "H", "H", "C", "C", "C", "C", "O", "H", "H", "H", "H", "H", "H", "H", "H"], "xyz": [[-0.157, 1.396, 1.243], [0.079, 1.032, 2.720], [0.209, -0.448, 3.097], [0.364, -0.870, 4.505], [0.233, -1.285, 2.189], [-0.429, 2.446, 1.045], [-0.910, 0.742, 0.772], [0.824, 1.193, 0.781], [0.930, 1.628, 3.104], [-0.816, 1.302, 3.313], [0.686, -1.912, 4.340], [-0.538, -0.877, 5.140], [1.166, -0.334, 5.038], [0.513, 0.838, -4.291], [0.452, -0.071, -3.041], [-0.863, -0.464, -2.525], [-0.855, -1.606, -1.539], [-1.853, 0.174, -2.869], [1.490, 0.897, -4.799], [0.217, 1.854, -3.979], [-0.235, 0.459, -5.008], [1.147, -0.909, -3.241], [0.828, 0.474, -2.154], [0.193, -1.938, -1.442], [-1.471, -2.469, -1.842], [-1.205, -1.252, -0.555]], "total_charge": 0, "e_lumo_ev": 0.83, "homo_energy_ev": -9.42, "smiles": "CCC(C)=O.CCC(C)=O", "gap_ev": 10.25}

=====

Least stable = entry P

=====

Entry P
{"formula": "C7H12ClN2S", "method": "the ωB97M-V functional and the def2-TZVPD basis", "elements": ["C", "C", "C", "C", "C", "C", "C", "N", "N", "S", "Cl", "H", "H", "H", "H", "H", "H", "H", "H", "H", "H", "H", "H"], "xyz": [[1.738, 0.732, 0.118], [-0.254, -1.689, 1.724], [1.999, -0.037, -0.966], [-1.068, -0.540, 1.290], [0.286, -0.292, 2.001], [-1.278, -0.185, -0.149], [-1.456, -1.200, -1.291], [1.420, 0.371, 1.365], [1.677, 2.099, -0.041], [-1.953, 1.397, -0.254], [2.086, -1.757, -1.124], [-0.823, -2.165, 2.525], [0.130, -2.276, 0.997], [2.436, 0.437, -1.843], [-2.032, -0.441, 1.913], [0.118, -0.079, 3.023], [-2.017, -2.053, -0.837], [-0.574, -1.490, -1.832], [-2.172, -0.809, -1.971], [2.046, 0.813, 2.032], [2.157, 2.640, -0.757], [1.721, 2.640, 0.754], [-1.949, 1.407, -1.573]], "total_charge": 1, "e_lumo_ev": [-5.58, -5.58], "homo_energy_ev": [-11.61, -11.61], "gap_ev": [6.03, 6.03]}

=====

Entry Q
{"formula": "C7H12ClN2S", "method": "the ωB97M-V functional and the def2-TZVPD basis", "elements": ["C", "C", "S", "C", "C", "C", "N", "C", "N", "C", "Cl", "H", "H", "H", "H", "H", "H", "H", "H", "H", "H", "H", "H"], "xyz": [[2.844, -1.649, -0.116], [2.061, -0.377, 0.204], [2.885, 0.760, 1.288], [0.821, -0.061, -0.179], [-0.176, -0.786, -1.063], [-1.369, -0.178, -1.612], [-2.044, 0.753, -1.040], [-2.015, 1.120, 0.334], [-1.849, 2.486, 0.511], [-2.005, 0.228, 1.388], [-2.340, -1.457, 1.320], [3.552, -1.921, 0.642], [3.597, -1.440, -0.852], [2.114, -2.492, -0.377], [3.505, -0.254, 1.841], [0.394, 0.941, 0.111], [0.268, -1.531, -1.779], [-0.583, -1.241, -0.181], [-1.780, -0.532, -2.496], [-2.823, 1.055, -1.627], [-1.919, 2.898, 1.417], [-1.270, 2.990, -0.056], [-1.868, 0.690, 2.324]], "total_charge": 1, "e_lumo_ev": -4.76, "homo_energy_ev": -11.79, "smiles": "C/C(S)=C\\C/C=[NH+]\\C(N)=C/Cl", "gap_ev": 7.02}

=====

Least stable = entry P

=====

Entry P
{"formula": "C4H8NO2", "method": "the ωB97M-V functional and the def2-TZVPD basis", "elements": ["N", "C", "C", "O", "C", "C", "O", "H", "H", "H", "H", "H", "H", "H", "H"], "xyz": [[-1.431, 0.840, 1.138], [-0.462, 0.447, 0.061], [-0.791, -1.019, -0.268], [-1.751, -1.536, 0.234], [0.978, 0.707, 0.530], [1.976, 0.531, -0.610], [1.776, -0.255, -1.494], [-1.706, 1.821, 1.062], [-2.188, 0.138, 1.207], [-0.899, 0.822, 2.018], [-0.635, 0.976, -0.880], [-0.058, -1.595, -0.842], [1.040, 1.770, 0.776], [1.276, 0.057, 1.355], [2.850, 1.195, -0.667]], "total_charge": 1, "e_lumo_ev": -3.94, "homo_energy_ev": -14.39, "smiles": "[NH3+][C@H](C=O)CC=O", "gap_ev": 10.45}

=====

Entry Q
{"formula": "C4H8NO2", "method": "the ωB97M-V functional and the def2-TZVPD basis", "elements": ["C", "C", "C", "C", "N", "O", "O", "H", "H", "H", "H", "H", "H", "H", "H"], "xyz": [[-0.625, 0.830, 1.261], [-0.121, -0.036, 0.568], [-0.023, -0.544, -0.709], [-1.351, 1.174, -1.653], [1.298, -0.962, 1.626], [0.814, -1.508, -0.923], [-0.537, -0.015, -1.770], [-0.831, 1.275, 2.282], [-0.727, 2.104, -1.206], [-2.051, 0.966, -0.727], [-1.850, 1.469, -2.496], [2.119, -0.252, 1.562], [1.626, -1.952, 1.365], [1.108, -0.850, 2.635], [1.152, -1.702, -1.814]], "total_charge": 1, "e_lumo_ev": -4.99, "homo_energy_ev": -12.93, "gap_ev": 7.95}

=====

Entry R
{"formula": "C4H8NO2", "method": "the ωB97M-V functional and the def2-TZVPD basis", "elements": ["C", "C", "C", "N", "C", "O", "O", "H", "H", "H", "H", "H", "H", "H", "H"], "xyz": [[1.651, 0.266, -0.668], [0.771, -0.612, -0.729], [-0.336, -0.533, 0.270], [-1.120, -1.579, 0.083], [-0.365, 0.546, 1.287], [-1.314, 0.323, 2.219], [-0.650, 1.690, 0.618], [2.424, 0.520, -1.329], [1.300, 1.101, -0.066], [0.806, -1.441, -1.327], [-1.861, -1.886, 0.647], [-1.163, -2.107, -0.835], [0.742, 0.541, 1.725], [-1.106, 0.979, 3.058], [-1.561, 1.827, 0.450]], "total_charge": 1, "e_lumo_ev": -5.27, "homo_energy_ev": -15.59, "smiles": "C=CC(=[NH2+])C(O)O", "gap_ev": 10.32}

=====

Entry S
{"formula": "C4H8NO2", "method": "the ωB97M-V functional and the def2-TZVPD basis", "elements": ["C", "C", "O", "C", "C", "N", "O", "H", "H", "H", "H", "H", "H", "H", "H"], "xyz": [[-2.295, -0.118, 0.499], [-0.925, 0.378, 0.177], [-0.849, 1.704, 0.137], [0.204, -0.414, 0.114], [1.233, 0.321, -0.489], [2.544, -0.745, -0.423], [1.377, 1.434, -0.890], [-3.009, 0.556, -0.166], [-2.675, 0.127, 1.482], [-2.430, -1.124, 0.371], [-1.668, 2.183, 0.236], [0.161, -1.431, 0.250], [3.449, -0.344, -0.800], [2.276, -1.537, -1.044], [2.608, -0.991, 0.549]], "total_charge": 1, "e_lumo_ev": -4.01, "homo_energy_ev": -14.20, "smiles": "C/C(O)=C/C([NH3+])=O", "gap_ev": 10.19}

=====

Least stable = entry Q

=====

Entry P
{"formula": "C7H9NO2", "method": "the ωB97M-V functional and the def2-TZVPD basis", "elements": ["C", "C", "C", "C", "C", "C", "C", "H", "H", "H", "H", "H", "H", "H", "H", "H", "N", "O", "O"], "xyz": [[-0.307, 1.870, -2.147], [0.374, 0.627, -1.450], [-0.368, 0.224, -0.206], [-1.434, 0.731, 0.327], [-0.797, -0.890, 1.706], [0.236, -0.855, 0.827], [1.405, -1.659, 0.566], [-0.384, 2.858, -1.267], [0.398, 2.343, -2.926], [-1.595, 1.440, -2.241], [-2.258, 1.170, -0.029], [-2.449, 0.292, 2.433], [-0.670, -1.780, 2.667], [1.445, -1.893, -0.588], [1.353, -2.511, 0.561], [3.039, -1.019, 0.728], [-1.750, 0.081, 1.632], [1.279, 0.082, -1.895], [2.483, -1.109, 1.302]], "total_charge": 0, "e_lumo_ev": 0.72, "homo_energy_ev": -8.69, "gap_ev": 9.41}

=====

Entry Q
{"formula": "C7H9NO2", "method": "the ωB97M-V functional and the def2-TZVPD basis", "elements": ["C", "C", "C", "C", "O", "C", "C", "C", "N", "O", "H", "H", "H", "H", "H", "H", "H", "H", "H"], "xyz": [[0.953, 0.988, 1.495], [0.982, 0.738, 0.175], [1.355, 1.764, -0.848], [0.825, -0.684, -0.325], [1.566, -1.142, -1.188], [-0.408, -1.363, 0.102], [-0.419, -2.646, 0.476], [-1.665, -0.461, 0.254], [-1.926, 0.347, -0.809], [-2.464, -0.623, 1.160], [0.714, 0.222, 2.226], [1.168, 1.981, 1.879], [0.972, 1.490, -1.836], [2.442, 1.854, -0.926], [0.935, 2.743, -0.592], [0.478, -3.256, 0.397], [-1.334, -3.115, 0.828], [-1.336, 0.377, -1.630], [-2.837, 0.785, -0.839]], "total_charge": 0, "e_lumo_ev": 0.02, "homo_energy_ev": -9.69, "smiles": "C=C(C)C(=O)C(=C)C(N)=O", "gap_ev": 9.71}

=====

Least stable = entry P

=====

Entry P
{"formula": "C2H3N3", "method": "the ωB97M-V functional and the def2-TZVPD basis", "elements": ["C", "C", "N", "N", "N", "H", "H", "H"], "xyz": [[-2.594, 0.390, 0.167], [0.890, -1.093, 0.118], [-2.163, -0.664, -0.040], [2.550, 0.601, 0.072], [1.658, -0.229, -0.102], [-2.995, 1.407, 0.034], [0.422, -1.908, -0.378], [2.232, 1.495, 0.129]], "total_charge": 0, "e_lumo_ev": 0.84, "homo_energy_ev": -8.62, "gap_ev": 9.46}

=====

Entry Q
{"formula": "C2H3N3", "method": "the ωB97M-V functional and the def2-TZVPD basis", "elements": ["N", "C", "N", "C", "N", "H", "H", "H"], "xyz": [[0.374, -0.562, -1.070], [1.316, 0.030, 1.604], [0.270, 0.492, 1.299], [-0.768, 0.705, 0.397], [-0.715, 0.154, -0.755], [0.218, -1.177, -1.853], [0.910, -0.971, -0.303], [-1.606, 1.328, 0.681]], "total_charge": 0, "e_lumo_ev": 0.85, "homo_energy_ev": -9.53, "gap_ev": 10.38}

=====

Least stable = entry P

=====

Entry P
{"formula": "C2H3N3", "method": "the ωB97M-V functional and the def2-TZVPD basis", "elements": ["C", "N", "N", "C", "N", "H", "H", "H"], "xyz": [[-0.721, -1.078, -0.011], [-1.954, -0.728, 0.003], [-1.951, 0.733, 0.002], [-0.716, 1.076, -0.009], [0.123, -0.003, -0.028], [-0.373, -2.090, -0.003], [-0.363, 2.088, -0.014], [1.129, 0.002, 0.020]], "total_charge": 0, "e_lumo_ev": 0.71, "homo_energy_ev": -10.41, "smiles": "c1nnc[nH]1", "gap_ev": 11.12}

=====

Entry Q
{"formula": "C2H3N3", "method": "the ωB97M-V functional and the def2-TZVPD basis", "elements": ["C", "N", "N", "C", "N", "H", "H", "H"], "xyz": [[-1.290, -0.087, 0.055], [0.021, -0.507, -0.225], [0.817, 0.411, -0.339], [2.240, -0.048, -0.319], [3.286, -0.108, 0.148], [-2.100, -0.639, -0.479], [-1.348, 1.068, -0.069], [-1.626, -0.089, 1.227]], "total_charge": 0, "e_lumo_ev": -0.53, "homo_energy_ev": -10.52, "smiles": "C/N=N/C#N", "gap_ev": 9.98}

=====

Entry R
{"formula": "C2H3N3", "method": "the ωB97M-V functional and the def2-TZVPD basis", "elements": ["H", "N", "C", "N", "C", "N", "H", "H"], "xyz": [[-1.364, 0.575, 1.488], [-0.751, -0.196, 1.177], [0.064, -0.166, 0.155], [-0.011, 0.913, -0.697], [0.555, -1.405, -0.049], [1.062, -2.378, -0.404], [0.548, 0.840, -1.531], [-0.104, 1.816, -0.139]], "total_charge": 0, "e_lumo_ev": 0.22, "homo_energy_ev": -10.00, "smiles": "[H]/N=C(\\N)C#N", "gap_ev": 10.21}

=====

Entry S
{"formula": "C2H3N3", "method": "the ωB97M-V functional and the def2-TZVPD basis", "elements": ["C", "C", "N", "N", "N", "H", "H", "H"], "xyz": [[-0.133, 0.593, 0.930], [0.305, -0.548, 0.317], [0.134, -0.421, -0.954], [-0.693, 0.705, -1.225], [-0.607, 1.345, -0.009], [-0.248, 0.807, 2.004], [1.274, -1.210, 0.693], [-0.032, -1.271, -1.756]], "total_charge": 0, "e_lumo_ev": 0.64, "homo_energy_ev": -9.64, "smiles": "c1c[nH]nn1", "gap_ev": 10.28}

=====

Least stable = entry Q

=====

Entry P
{"formula": "C2H3N3", "method": "the ωB97M-V functional and the def2-TZVPD basis", "elements": ["H", "N", "C", "N", "C", "N", "H", "H"], "xyz": [[-2.006, -1.053, -0.068], [-1.201, -0.472, -0.300], [-0.467, -0.299, 0.721], [0.673, 0.577, 0.654], [0.943, 0.937, -0.679], [1.763, 0.035, -0.436], [-0.634, -0.707, 1.730], [0.554, 1.595, -1.452]], "total_charge": 0, "e_lumo_ev": 0.74, "homo_energy_ev": -10.08, "smiles": "[H]/N=C/N1C=N1", "gap_ev": 10.82}

=====

Entry Q
{"formula": "C2H3N3", "method": "the ωB97M-V functional and the def2-TZVPD basis", "elements": ["C", "C", "N", "N", "N", "H", "H", "H"], "xyz": [[0.104, 0.934, 0.118], [1.003, -0.132, -0.117], [0.340, -1.275, -0.136], [-0.913, -0.904, 0.215], [-1.074, 0.429, 0.335], [0.258, 1.999, 0.141], [2.071, -0.089, -0.265], [-1.789, -0.962, -0.291]], "total_charge": 0, "e_lumo_ev": 1.13, "homo_energy_ev": -10.53, "smiles": "c1cn[nH]n1", "gap_ev": 11.66}

=====

Entry R
{"formula": "C2H3N3", "method": "the ωB97M-V functional and the def2-TZVPD basis", "elements": ["N", "C", "C", "N", "N", "H", "H", "H"], "xyz": [[-0.070, -1.013, -1.347], [0.713, -0.373, -0.560], [0.375, 0.474, 0.565], [-0.881, 0.627, 0.884], [-1.982, 0.625, 1.132], [-1.051, -0.744, -1.233], [1.794, -0.537, -0.665], [1.103, 0.942, 1.223]], "total_charge": 0, "e_lumo_ev": 0.31, "homo_energy_ev": -8.89, "gap_ev": 9.20}

=====

Least stable = entry P